A cluster of 7 separate species, C41H71BF16NO13S in total, computed with ωB97M-V with the def2-TZVPD basis set.

orbital gap = 0.3129 Eh
energy = -126762.625 eV

```
! wB97M-V def2-TZVPD RIJCOSX def2/J DEFGRID3
* xyz 1 1
C 0.058 -6.014 3.216
C 0.799 -5.788 1.881
C 0.001 -6.234 0.686
O -0.402 -7.358 0.513
O -0.229 -5.237 -0.260
C -1.324 -4.376 0.078
C -0.910 -2.971 -0.319
C -1.817 -1.917 0.319
C -3.239 -2.030 -0.283
C -4.409 -2.152 0.680
C -4.345 -3.303 1.670
O -4.526 -4.543 1.042
C -5.451 -3.080 2.701
F -6.605 -2.756 2.070
F -5.697 -4.167 3.434
F -5.148 -2.066 3.531
O -3.602 -0.940 -1.105
C -2.592 -0.473 -1.986
B -2.430 -1.424 -3.272
O -3.523 -2.068 -3.772
O -1.220 -1.457 -3.864
C -0.955 -2.435 -4.888
C -1.249 -0.165 -1.305
C -0.796 1.226 -1.664
O -1.819 2.181 -1.345
C -1.695 3.374 -1.983
F -0.423 3.806 -1.947
F -2.028 3.268 -3.276
F -2.480 4.254 -1.396
N -1.240 -0.512 0.181
C 0.185 -0.504 0.649
C 0.399 -1.028 2.060
C 1.737 -0.520 2.645
C 1.532 0.176 3.975
C 2.805 0.733 4.587
F 2.573 1.849 5.311
F 3.653 1.099 3.574
C 3.641 -0.284 5.421
F 3.645 -1.470 4.784
F 4.903 0.165 5.463
S 3.094 -0.538 7.231
F 4.513 -1.122 7.577
F 2.572 -2.001 6.924
F 1.644 0.017 6.883
F 3.585 0.920 7.546
F 2.650 -0.704 8.721
C -2.096 0.485 0.960
C -1.382 1.679 1.529
F -2.705 -0.192 1.981
H -0.991 -6.218 3.031
H 0.445 -6.852 3.777
H 0.092 -5.137 3.852
H 1.746 -6.313 1.859
H 1.014 -4.729 1.773
H -1.498 -4.404 1.151
H -2.192 -4.735 -0.462
H 0.106 -2.908 0.048
H -0.857 -2.875 -1.402
H -1.836 -2.169 1.368
H -3.277 -2.933 -0.896
H -4.620 -1.203 1.153
H -5.261 -2.351 0.035
H -3.424 -3.331 2.245
H -5.293 -4.488 0.464
H -2.990 0.455 -2.384
H -4.025 -2.591 -3.146
H 0.114 -2.447 -5.045
H -1.265 -3.420 -4.563
H -1.468 -2.160 -5.798
H -0.500 -0.809 -1.751
H -0.642 1.206 -2.742
H 0.150 1.533 -1.232
H 0.592 0.494 0.565
H 0.768 -1.105 -0.033
H -0.413 -0.728 2.716
H 0.403 -2.113 2.069
H 2.216 0.124 1.916
H 2.389 -1.376 2.759
H 0.833 1.003 3.900
H 1.088 -0.537 4.663
H -2.869 0.819 0.282
H -0.787 1.399 2.389
H -2.139 2.374 1.869
H -0.747 2.189 0.820
C -2.901 -4.197 7.674
C -2.197 -5.323 6.958
O -1.510 -5.132 5.979
C -2.386 -6.706 7.526
H -2.687 -3.256 7.178
H -3.977 -4.369 7.674
H -2.560 -4.144 8.709
H -3.444 -6.970 7.520
H -2.028 -6.739 8.556
H -1.832 -7.426 6.929
C -8.448 0.896 -0.274
C -7.874 -0.450 -0.635
O -6.869 -0.559 -1.301
C -8.600 -1.665 -0.115
H -7.832 1.683 -0.703
H -9.464 0.985 -0.659
H -8.479 1.012 0.810
H -9.627 -1.694 -0.481
H -8.618 -1.647 0.975
H -8.081 -2.560 -0.449
C 0.821 4.333 -6.638
C 1.575 3.736 -5.477
O 2.004 2.604 -5.511
C 1.776 4.617 -4.270
H 0.746 3.603 -7.439
H -0.181 4.629 -6.323
H 1.346 5.216 -7.004
H 0.808 4.910 -3.863
H 2.333 5.514 -4.546
H 2.335 4.070 -3.514
C 6.926 -0.214 3.052
C 7.378 0.441 1.769
O 6.744 0.324 0.746
C 8.651 1.248 1.829
H 6.002 -0.758 2.871
H 7.687 -0.907 3.413
H 6.753 0.545 3.814
H 9.483 0.613 2.139
H 8.547 2.058 2.551
H 8.865 1.664 0.848
C 6.978 5.027 -5.273
C 5.564 4.811 -5.751
O 4.762 5.719 -5.787
C 5.189 3.415 -6.176
H 7.117 6.068 -4.996
H 7.180 4.392 -4.409
H 7.683 4.767 -6.064
H 5.306 2.727 -5.338
H 5.825 3.080 -6.996
H 4.153 3.402 -6.498
C 3.076 7.755 -7.295
C 2.749 8.942 -8.168
O 2.930 8.921 -9.362
C 2.186 10.162 -7.475
H 3.472 6.950 -7.906
H 3.816 8.024 -6.544
H 2.174 7.410 -6.784
H 2.894 10.531 -6.732
H 1.253 9.907 -6.968
H 1.995 10.941 -8.208
*
```